An isolated ion of composition C6H12NSi and charge +1 in a non-equilibrium geometry, computed with ωB97M-V/def2-TZVPD.

Computed properties:
SMILES string: C=CC#[N+][Si](C)(C)C
E (eV): -15775.6027
Total charge: +1
HOMO (eV): -14.455
ΔE to the lowest compared entry with this formula, charge and spin (eV): 0.489

The geometry in XYZ format:
```
20
C6H12NSi ωB97M-V/def2-TZVPD
C 1.764 -0.014 0.490
C 3.837 0.170 -0.724
C 2.950 0.572 0.183
C -2.243 -1.783 0.582
C -1.671 1.419 1.241
C -0.897 -0.029 -1.654
N 0.596 -0.464 0.801
Si -1.256 -0.151 0.147
H 4.748 0.643 -0.795
H 3.957 -0.862 -1.117
H 3.100 1.405 0.901
H -3.275 -1.642 0.999
H -2.347 -2.310 -0.456
H -1.747 -2.397 1.188
H -2.548 1.989 0.831
H -1.679 1.290 2.386
H -0.804 2.056 1.239
H -1.697 0.509 -2.269
H 0.108 0.550 -1.710
H -0.896 -0.952 -2.262
```

---

A 2-piece molecular cluster, C6H12O overall in a non-equilibrium geometry, computed with ωB97M-V/def2-TZVPD.

Computed properties:
<S²>: 0.75
E (eV): -8461.4879
Total charge: -1
HOMO (alpha / beta) (eV): 1.218 / -6.467
ΔE to the lowest compared entry with this formula, charge and spin (eV): 1.349
2S+1: 2

The geometry in XYZ format:
```
19
C6H12O ωB97M-V/def2-TZVPD
C 1.010 2.736 -0.235
C -0.197 3.213 -0.503
C 1.363 1.259 -0.107
C 0.320 0.387 0.537
C 0.584 -0.356 1.585
C -0.368 -1.322 2.228
H 1.821 3.448 -0.110
H -0.385 4.266 -0.651
H -1.064 2.577 -0.596
H 2.315 1.197 0.414
H 1.516 0.914 -1.138
H -0.618 0.401 0.002
H 1.570 -0.212 2.009
H 0.173 -2.199 2.589
H -1.082 -1.669 1.475
H -0.941 -0.900 3.053
H -2.168 -4.137 -2.883
H -1.490 -4.964 -3.972
O -2.358 -4.641 -3.698
```

---

One molecule with the formula C6H12O, computed with ωB97M-V/def2-TZVPD.

Computed properties:
SMILES string: C=C[C@@](C)(O)CC
E (eV): -8463.1791
HOMO (eV): -9.833
ΔE to the lowest compared entry with this formula, charge and spin (eV): 1.175

The geometry in XYZ format:
```
19
C6H12O ωB97M-V/def2-TZVPD
C 2.174 0.329 -0.350
C 1.009 -0.118 0.539
C -0.314 0.138 -0.202
C -0.407 -0.830 -1.417
C -1.736 -0.183 1.864
C -1.588 0.042 0.571
O -0.250 1.573 -0.469
H 1.941 1.318 -0.751
H 2.328 -0.353 -1.195
H 3.111 0.387 0.209
H 0.998 0.475 1.458
H 1.135 -1.172 0.829
H 0.298 -0.581 -2.213
H -0.170 -1.858 -1.095
H -1.416 -0.879 -1.843
H -0.880 -0.411 2.491
H -2.718 -0.138 2.318
H -2.443 0.304 -0.061
H -1.115 1.967 -0.657
```

---

One molecule with the formula C6H12O in a non-equilibrium geometry, computed with ωB97M-V/def2-TZVPD.

Computed properties:
SMILES string: C[C@@H]1C[C@@H]1[C@@H](C)O
E (eV): -8461.0305
HOMO (eV): -9.772
ΔE to the lowest compared entry with this formula, charge and spin (eV): 3.323

The geometry in XYZ format:
```
19
C6H12O ωB97M-V/def2-TZVPD
C 2.395 -0.065 -0.044
C 0.938 -0.288 0.318
O 0.890 -0.678 1.687
C 0.062 0.925 0.098
C -0.697 1.079 -1.201
C -1.425 0.664 0.040
C -1.963 -0.989 0.097
H 2.499 0.158 -1.111
H 2.974 -0.965 0.186
H 2.808 0.765 0.538
H 0.542 -1.102 -0.309
H 0.080 -0.309 2.061
H 0.492 1.837 0.532
H -0.597 0.258 -1.906
H -0.726 2.057 -1.689
H -2.344 0.609 0.544
H -1.915 -1.347 -0.924
H -3.019 -1.179 0.444
H -1.326 -1.545 0.787
```

---

One molecule with the formula C6H12O, computed with ωB97M-V/def2-TZVPD.

Computed properties:
SMILES string: CC[C@@]1(C)C[C@H]1O
E (eV): -8463.2228
HOMO (eV): -9.416
ΔE to the lowest compared entry with this formula, charge and spin (eV): 1.131

The geometry in XYZ format:
```
19
C6H12O ωB97M-V/def2-TZVPD
C -0.785 -0.857 1.703
C -0.173 0.436 1.143
C 0.014 0.410 -0.369
C -1.264 0.569 -1.170
C 1.279 0.997 -0.955
C 1.091 -0.484 -0.927
O 1.932 -1.189 -0.059
H -0.010 -1.563 2.019
H -1.402 -1.364 0.953
H -1.423 -0.675 2.573
H 0.790 0.634 1.626
H -0.826 1.282 1.393
H -2.027 -0.154 -0.856
H -1.680 1.575 -1.033
H -1.091 0.424 -2.243
H 2.017 1.395 -0.263
H 1.229 1.508 -1.914
H 0.889 -0.986 -1.876
H 1.441 -1.958 0.256
```

---

One molecule with the formula C6H12O, computed with ωB97M-V/def2-TZVPD.

Computed properties:
SMILES string: CCO[C@H]1C[C@H]1C
E (eV): -8462.8108
HOMO (eV): -9.070
ΔE to the lowest compared entry with this formula, charge and spin (eV): 1.543

The geometry in XYZ format:
```
19
C6H12O ωB97M-V/def2-TZVPD
C 2.802 0.124 0.474
C 1.642 0.522 -0.435
O 0.433 0.646 0.294
C -0.299 -0.536 0.430
C -1.550 -0.395 1.229
C -1.638 -0.659 -0.257
C -2.098 0.417 -1.213
H 2.637 -0.861 0.928
H 2.915 0.856 1.282
H 3.742 0.084 -0.086
H 1.517 -0.192 -1.262
H 1.829 1.510 -0.875
H 0.307 -1.441 0.517
H -1.763 0.622 1.552
H -1.835 -1.169 1.938
H -1.923 -1.678 -0.522
H -1.979 0.082 -2.249
H -3.149 0.680 -1.059
H -1.488 1.313 -1.075
```

---

A 2-piece molecular cluster, C6H12O overall, computed with ωB97M-V/def2-TZVPD.

Computed properties:
SMILES string: C=COC.C=CC
E (eV): -8458.7081
HOMO (eV): -6.137
ΔE to the lowest compared entry with this formula, charge and spin (eV): 5.646

The geometry in XYZ format:
```
19
C6H12O ωB97M-V/def2-TZVPD
C 2.217 -0.640 -0.395
O 1.171 -0.610 0.572
C 0.468 0.540 0.732
C 0.574 1.710 -0.071
C -1.431 0.977 0.074
C -1.438 -0.333 0.580
C -1.470 -1.538 -0.314
H 3.123 -0.187 0.021
H 1.955 -0.119 -1.319
H 2.400 -1.695 -0.605
H 0.277 0.727 1.785
H 0.820 2.640 0.434
H 0.775 1.652 -1.133
H -1.552 1.133 -0.994
H -1.772 1.806 0.687
H -1.679 -0.483 1.629
H -2.479 -1.972 -0.383
H -1.163 -1.280 -1.336
H -0.796 -2.328 0.038
```

---

One molecule with the formula C6H12O in a non-equilibrium geometry, computed with ωB97M-V/def2-TZVPD.

Computed properties:
SMILES string: C[C@@H]1C[C@@H]1[C@@H](C)O
E (eV): -8462.3636
HOMO (eV): -9.476
ΔE to the lowest compared entry with this formula, charge and spin (eV): 1.990

The geometry in XYZ format:
```
19
C6H12O ωB97M-V/def2-TZVPD
C 2.376 0.035 -0.108
C 0.995 -0.417 0.342
O 1.058 -1.015 1.648
C -0.008 0.742 0.194
C -0.857 0.984 -1.076
C -1.490 0.458 0.142
C -1.988 -0.966 0.026
H 2.347 0.352 -1.156
H 3.095 -0.782 -0.007
H 2.723 0.878 0.500
H 0.670 -1.245 -0.295
H 0.939 -0.322 2.305
H 0.367 1.733 0.102
H -0.584 0.381 -1.922
H -1.081 2.033 -1.305
H -2.160 1.117 0.685
H -1.394 -1.557 -0.680
H -3.005 -0.922 -0.379
H -2.003 -1.485 0.983
```

---

One molecule with the formula C6H12O in a non-equilibrium geometry, computed with ωB97M-V/def2-TZVPD.

Computed properties:
SMILES string: C=C(O)CCCC
E (eV): -8463.1484
HOMO (eV): -8.790
ΔE to the lowest compared entry with this formula, charge and spin (eV): 1.205

The geometry in XYZ format:
```
19
C6H12O ωB97M-V/def2-TZVPD
C -1.433 0.232 -1.400
C -1.493 -0.004 -0.086
O -2.253 0.739 0.763
C -0.680 -1.045 0.624
C 0.578 -0.453 1.303
C 1.277 0.658 0.535
C 1.685 0.137 -0.845
H -0.984 -0.490 -2.067
H 0.938 0.626 -1.538
H -1.945 1.075 -1.854
H -2.736 1.386 0.229
H -1.294 -1.553 1.377
H -0.373 -1.796 -0.111
H 0.352 -0.155 2.334
H 1.348 -1.238 1.281
H 2.126 1.005 1.137
H 0.651 1.539 0.363
H 2.766 0.254 -1.032
H 1.469 -0.916 -1.014
```

---

A 2-piece molecular cluster, C6H12O overall, computed with ωB97M-V/def2-TZVPD.

Computed properties:
SMILES string: C=CCCC.C=O
E (eV): -8462.4023
HOMO (eV): -9.674
ΔE to the lowest compared entry with this formula, charge and spin (eV): 1.952

The geometry in XYZ format:
```
19
C6H12O ωB97M-V/def2-TZVPD
C 2.314 -0.242 0.139
C 1.497 0.819 -0.593
C 0.120 1.171 0.001
C -1.090 0.624 -0.702
C -2.282 0.454 -0.133
C -1.286 -1.957 0.760
O -0.321 -1.757 1.453
H 2.497 0.049 1.175
H 1.809 -1.208 0.172
H 3.290 -0.372 -0.344
H 2.095 1.732 -0.632
H 1.372 0.519 -1.637
H 0.085 0.914 1.065
H -0.011 2.254 -0.053
H -0.967 0.360 -1.752
H -3.145 0.096 -0.683
H -2.450 0.703 0.909
H -2.319 -1.909 1.158
H -1.208 -2.253 -0.303
```

---

One molecule with the formula C6H12O, computed with ωB97M-V/def2-TZVPD.

Computed properties:
SMILES string: C[C@H]1CO[C@@H](C)C1
E (eV): -8464.0069
HOMO (eV): -9.543
ΔE to the lowest compared entry with this formula, charge and spin (eV): 0.347

The geometry in XYZ format:
```
19
C6H12O ωB97M-V/def2-TZVPD
C -2.296 0.529 0.101
C -1.076 -0.323 0.436
C -0.527 -1.119 -0.747
O 0.798 -1.460 -0.393
C 1.361 -0.369 0.354
C 2.338 0.412 -0.514
C 0.170 0.484 0.844
H -3.191 -0.077 -0.088
H -2.113 1.141 -0.793
H -2.531 1.212 0.925
H -1.326 -1.028 1.240
H -1.082 -2.042 -0.946
H -0.546 -0.496 -1.659
H 1.903 -0.825 1.192
H 3.089 -0.263 -0.936
H 2.846 1.189 0.070
H 1.807 0.900 -1.342
H 0.163 1.458 0.332
H 0.213 0.677 1.922
```

---

A 2-piece molecular cluster, C6H12O overall, computed with ωB97M-V/def2-TZVPD.

Computed properties:
SMILES string: CC[C@H]1C[C@H]1C=O.[H][H]
E (eV): -8461.8240
HOMO (eV): -9.713
ΔE to the lowest compared entry with this formula, charge and spin (eV): 2.530

The geometry in XYZ format:
```
19
C6H12O ωB97M-V/def2-TZVPD
C -2.173 -0.192 0.814
C -1.161 0.786 0.221
C -0.414 0.222 -0.973
C 0.947 0.742 -1.323
C 0.781 -0.696 -0.881
C 1.388 -1.284 0.355
O 2.503 -1.755 0.359
H -2.883 -0.529 0.050
H -2.748 0.272 1.623
H -1.675 -1.080 1.219
H -0.456 1.118 0.997
H -1.683 1.694 -0.112
H -1.068 -0.003 -1.815
H 1.206 0.908 -2.365
H 1.402 1.451 -0.635
H 0.895 -1.417 -1.685
H 1.883 0.739 1.521
H 0.760 -1.327 1.270
H 2.495 0.352 1.361
```

---

Please write out number 8 again, unchanged.
One molecule with the formula C6H12O in a non-equilibrium geometry, computed with ωB97M-V/def2-TZVPD.

Computed properties:
SMILES string: C[C@@H]1C[C@@H]1[C@@H](C)O
E (eV): -8462.3636
HOMO (eV): -9.476
ΔE to the lowest compared entry with this formula, charge and spin (eV): 1.990

The geometry in XYZ format:
```
19
C6H12O ωB97M-V/def2-TZVPD
C 2.376 0.035 -0.108
C 0.995 -0.417 0.342
O 1.058 -1.015 1.648
C -0.008 0.742 0.194
C -0.857 0.984 -1.076
C -1.490 0.458 0.142
C -1.988 -0.966 0.026
H 2.347 0.352 -1.156
H 3.095 -0.782 -0.007
H 2.723 0.878 0.500
H 0.670 -1.245 -0.295
H 0.939 -0.322 2.305
H 0.367 1.733 0.102
H -0.584 0.381 -1.922
H -1.081 2.033 -1.305
H -2.160 1.117 0.685
H -1.394 -1.557 -0.680
H -3.005 -0.922 -0.379
H -2.003 -1.485 0.983
```